{"formula": "C27H22N3O4ReS", "method": "the ωB97M-V functional and the def2-TZVPD basis", "elements": ["Re", "O", "C", "C", "C", "C", "C", "C", "C", "N", "N", "C", "O", "C", "C", "C", "C", "C", "C", "H", "H", "H", "H", "H", "H", "H", "H", "H", "H", "O", "C", "O", "C", "C", "C", "C", "S", "C", "C", "H", "H", "H", "H", "H", "N", "C", "C", "C", "C", "C", "C", "H", "H", "H", "H", "H", "H", "H"], "coordinates": [[0.78040, -0.03624, 0.27087], [2.52722, -0.95272, 0.58034], [3.17725, -0.98480, 1.71385], [4.53316, -1.36505, 1.70149], [5.23737, -1.43572, 2.87268], [4.63328, -1.15990, 4.11748], [3.31867, -0.80983, 4.16080], [2.54993, -0.69860, 2.96682], [1.19290, -0.37746, 3.10487], [0.31281, -0.16313, 2.12822], [-1.01523, 0.00378, 2.53788], [-1.76636, 0.22004, 1.49225], [-1.25563, 0.32408, 0.29060], [-3.23039, 0.21036, 1.65355], [-3.80276, 0.09255, 2.91983], [-5.17937, 0.06214, 3.04926], [-5.98886, 0.14660, 1.92299], [-5.42088, 0.26957, 0.66335], [-4.04287, 0.30507, 0.52657], [4.99020, -1.58341, 0.74650], [6.28352, -1.71188, 2.84570], [5.21310, -1.23411, 5.02589], [2.83338, -0.60607, 5.10687], [0.77081, -0.29488, 4.10182], [-3.16718, 0.02811, 3.79146], [-5.62479, -0.02468, 4.03104], [-7.06504, 0.12048, 2.03002], [-6.05189, 0.34543, -0.21181], [-3.59228, 0.41932, -0.44942], [-2.33322, 7.31697, -1.04015], [-2.50481, 6.23196, -0.26287], [-3.50774, 6.08979, 0.37297], [-1.42630, 5.18360, -0.29331], [-0.48751, 5.07467, -1.31186], [0.46182, 4.06429, -1.28473], [0.46686, 3.16465, -0.22826], [1.73098, 1.90102, -0.20588], [-0.45915, 3.27163, 0.80378], [-1.41086, 4.27113, 0.75952], [-1.44674, 7.34379, -1.41879], [-0.49867, 5.74499, -2.16300], [1.18137, 3.97338, -2.08749], [-0.44030, 2.57676, 1.63370], [-2.15657, 4.36599, 1.53677], [0.07312, -1.56444, -1.07152], [1.09788, -2.30976, -1.79551], [1.65423, -1.73427, -2.92481], [2.67217, -2.40616, -3.58607], [3.11931, -3.63080, -3.11345], [2.54842, -4.19150, -1.97981], [1.53138, -3.52997, -1.30960], [-0.51327, -2.19989, -0.52868], [-0.57362, -1.12876, -1.73178], [1.29971, -0.77736, -3.29153], [3.11088, -1.97087, -4.47323], [3.91063, -4.15302, -3.63303], [2.89319, -5.14935, -1.61527], [1.08792, -3.96203, -0.42019]], "spin_multiplicity": 2, "e_lumo_ha": [-0.1686, -0.1724], "homo_ev": [-11.24, -11.23], "s2": 0.759, "homo_lumo_gap_ev": [6.7, 6.5], "relative_energy_ev": 0.781, "charge": 1}



{"formula": "C11H19FN4O2P", "method": "the ωB97M-V functional and the def2-TZVPD basis", "elements": ["C", "C", "C", "N", "N", "C", "C", "C", "C", "C", "F", "C", "P", "C", "O", "H", "H", "H", "H", "H", "H", "H", "H", "H", "H", "H", "H", "H", "H", "H", "C", "O", "N", "N", "H", "H", "H", "H"], "coordinates": [[3.43066, 0.23648, 1.59264], [3.29905, 1.06606, 0.32252], [4.29336, 2.18302, 0.14793], [2.34261, 0.82838, -0.55334], [1.07467, 1.10296, 0.04384], [0.74204, 2.38645, 0.10429], [-0.44483, 2.79825, 0.66044], [-1.30489, 1.85193, 1.18942], [-2.62919, 2.22479, 1.84198], [-0.92265, 0.52268, 1.08622], [-1.72550, -0.41266, 1.58010], [0.25892, 0.13642, 0.50707], [0.78927, -1.64571, 0.31963], [0.56409, -2.51324, 1.92071], [-0.27928, -2.28883, -0.75762], [3.15760, -0.80743, 1.41372], [2.77820, 0.71067, 2.34618], [4.47477, 0.24860, 1.91974], [4.93255, 2.08545, -0.73749], [4.95935, 2.20327, 1.01907], [3.74586, 3.13408, 0.17507], [1.42162, 3.11922, -0.31552], [-0.65434, 3.86315, 0.65445], [-2.50453, 2.22297, 2.93013], [-3.34492, 1.44908, 1.55302], [-2.90900, 3.20559, 1.45395], [-0.23044, -2.12506, 2.56738], [1.52843, -2.45890, 2.44116], [0.37022, -3.58241, 1.77079], [0.21539, -2.58722, -1.53429], [-3.00329, -2.25939, -3.72556], [-2.00112, -1.94362, -4.34305], [-4.22482, -2.39805, -4.31933], [-2.98170, -2.50124, -2.37920], [-5.05381, -2.65779, -3.82029], [-4.27890, -2.22891, -5.30675], [-2.09468, -2.40704, -1.92029], [-3.79076, -2.76203, -1.84869]], "e_lumo_ha": -0.1533, "homo_ev": -11.84, "homo_lumo_gap_ev": 7.7, "charge": 1}



{"formula": "C2H9N2O", "method": "the ωB97M-V functional and the def2-TZVPD basis", "elements": ["C", "O", "C", "N", "H", "H", "H", "H", "H", "H", "N", "H", "H", "H"], "coordinates": [[0.77593, -0.84241, -0.55069], [2.00649, -1.30177, -0.30139], [-0.21081, -1.00335, 0.63242], [-1.51959, -0.40160, 0.36982], [0.73452, 0.26643, -0.82074], [0.25637, -1.30776, -1.42922], [-0.33103, -2.06772, 0.81628], [0.30449, -0.57511, 1.50567], [-2.15231, -0.39861, 1.15321], [-1.41872, 0.54571, 0.03304], [-0.69808, 2.81145, -0.26679], [0.24927, 2.47317, -0.39873], [-1.02887, 3.13885, -1.16598], [-0.66195, 3.61635, 0.34569]], "e_lumo_ha": 0.1384, "homo_ev": -1.98, "homo_lumo_gap_ev": 5.7, "relative_energy_ev": 0.618, "charge": -1}



{"formula": "C3H39NO16S", "method": "the ωB97M-V functional and the def2-TZVPD basis", "elements": ["C", "C", "S", "N", "C", "O", "H", "H", "H", "H", "H", "H", "H", "H", "H", "H", "H", "O", "H", "H", "O", "H", "H", "O", "H", "H", "O", "H", "H", "O", "H", "H", "O", "H", "H", "O", "H", "H", "O", "H", "H", "O", "H", "H", "O", "H", "H", "O", "H", "H", "O", "H", "H", "O", "H", "H", "O", "H", "H", "O"], "coordinates": [[1.91467, 0.24731, 0.88249], [2.17953, 1.10761, 2.07430], [3.87494, 0.81872, 2.84151], [0.62183, 0.56387, 0.13391], [-0.50524, 0.78615, 1.03640], [-1.50702, 1.39184, 0.30110], [1.83190, -0.86573, 1.20300], [2.80964, 0.24257, 0.17198], [2.10482, 2.22062, 1.54906], [1.48066, 1.00944, 3.00741], [4.38314, -0.05925, 1.85936], [0.80334, 1.24468, -0.62152], [-0.38843, 1.21770, 2.02253], [-0.65090, -0.38464, 1.29241], [-1.82332, 2.32480, 0.41656], [-0.70890, 0.67185, 4.46668], [-0.53994, -0.86184, 4.44533], [-0.72686, -0.04776, 3.92076], [-4.31974, 0.16716, -0.26828], [-4.41829, -1.16448, 0.50980], [-4.31388, -0.29395, 0.56022], [2.78687, -2.71999, -2.67322], [2.17913, -3.97873, -1.93083], [2.01772, -3.04464, -2.19965], [-0.68627, 1.78387, -1.47487], [-0.55895, 2.05654, -3.04469], [-1.19447, 1.76768, -2.29815], [-1.41569, -3.84539, -0.09492], [-0.51794, -4.73926, 0.75838], [-1.31664, -4.76663, 0.35686], [0.10761, -1.82527, -1.13477], [-0.42694, -2.23516, 0.23296], [-0.39129, -2.47063, -0.70201], [-3.05512, -2.74423, -0.64198], [-2.38629, -1.62296, -0.11210], [-2.84302, -2.47275, 0.27950], [3.52189, 2.75533, -1.69039], [2.46179, 2.66629, -0.70795], [3.42459, 2.69259, -0.65666], [1.88256, 1.23182, -2.86153], [2.13975, 2.46644, -3.02381], [1.65725, 1.98250, -2.39323], [-3.65195, 0.42009, -2.61450], [-2.25829, 0.12055, -1.77549], [-3.19576, -0.07774, -1.97028], [4.76204, 0.12645, -1.45737], [3.33699, 0.74331, -1.51637], [3.84257, -0.02621, -1.82269], [1.72097, -0.83813, -3.72588], [3.04329, -0.44493, -3.21602], [2.39169, -0.23745, -3.90425], [-2.24165, -2.25093, 2.61990], [-1.66027, -3.70439, 2.71602], [-1.54095, -2.83753, 3.01989], [-1.19604, 3.33182, -0.49341], [-2.26255, 4.06407, -0.89766], [-1.59862, 4.12934, -0.16524], [-3.32383, 2.07293, 3.16626], [-2.85696, 0.77802, 2.68319], [-2.79917, 1.35661, 3.56194]], "e_lumo_ha": -0.0139, "homo_ev": -9.12, "homo_lumo_gap_ev": 8.7, "relative_energy_ev": 2.778}



{"formula": "C8H15NO5S", "method": "the ωB97M-V functional and the def2-TZVPD basis", "elements": ["C", "C", "C", "C", "C", "C", "C", "C", "N", "O", "O", "O", "O", "O", "S", "H", "H", "H", "H", "H", "H", "H", "H", "H", "H", "H", "H", "H", "H", "H"], "coordinates": [[4.88662, 0.90486, 0.96257], [0.28676, 2.89470, 0.02041], [-0.29276, 1.52692, 0.52295], [0.30260, 0.95709, 1.80188], [0.01609, -2.50453, 0.81898], [-1.86191, -2.42495, -0.84425], [0.55549, -2.53376, -1.61796], [-0.41230, -2.54870, -0.45720], [-0.07954, 0.65395, -0.57449], [4.53753, 1.94336, 1.28280], [5.26279, -0.13139, 0.62869], [2.48561, 0.40735, -0.45572], [1.37481, 1.04033, -2.53111], [1.45068, 2.64313, -0.69263], [1.46757, 1.05838, -1.12375], [-0.39426, 3.31861, -0.67858], [0.56550, 3.67258, 0.71340], [-1.38818, 1.83365, 0.67235], [0.02527, 1.56412, 2.63920], [1.39177, 0.84181, 1.83939], [-0.18256, -0.07138, 1.95073], [1.09354, -2.50900, 1.15247], [-0.19907, -0.32637, -0.27655], [-0.75262, -2.72238, 1.59249], [-2.61792, -3.21114, -0.94651], [-1.73304, -1.82047, -1.72086], [-2.28826, -1.77918, -0.11848], [0.46424, -3.37902, -2.22917], [0.41866, -1.70906, -2.26778], [1.54047, -2.40528, -1.32319]], "e_lumo_ha": 0.0233, "homo_ev": -9.71, "smiles": "C[C@H]1COS(=O)(=O)N1.C=C(C)C.O=C=O", "homo_lumo_gap_ev": 10.3, "relative_energy_ev": 0.465}



{"formula": "H2", "method": "the ωB97M-V functional and the def2-TZVPD basis", "elements": ["H", "H"], "coordinates": [[0.32219, -0.96909, 0.16777], [-0.32219, 0.96909, -0.16777]], "e_lumo_ha": -0.0887, "homo_ev": -10.30, "homo_lumo_gap_ev": 7.9, "relative_energy_ev": 5.224}



{"formula": "C4H12S", "method": "the ωB97M-V functional and the def2-TZVPD basis", "elements": ["C", "C", "H", "H", "H", "H", "H", "H", "C", "C", "S", "H", "H", "H", "H", "H", "H"], "coordinates": [[-2.06970, 3.01411, 0.81109], [-3.12990, 2.99456, -0.31683], [-1.48783, 2.13436, 0.94478], [-1.56796, 3.97401, 0.86981], [-2.65319, 3.11961, 1.72633], [-3.30132, 4.04436, -0.50685], [-4.06801, 2.52532, -0.03997], [-2.70787, 2.52558, -1.20416], [-0.01609, -2.00058, -0.10294], [2.39775, -1.10512, -1.07966], [1.63976, -1.61922, 0.47650], [-0.15064, -2.07336, -1.18350], [-0.28376, -3.02712, 0.13866], [-0.69204, -1.31459, 0.38692], [3.21849, -0.41852, -0.95629], [1.60836, -0.61860, -1.65629], [2.70901, -1.93109, -1.72311]], "e_lumo_ha": 0.0335, "homo_ev": -8.46, "smiles": "CSC.CC", "homo_lumo_gap_ev": 9.4, "relative_energy_ev": 0.646}



{"formula": "C20H33Br2F4N2", "method": "the ωB97M-V functional and the def2-TZVPD basis", "elements": ["C", "C", "C", "C", "C", "C", "C", "C", "C", "F", "N", "N", "C", "C", "C", "C", "F", "F", "F", "C", "C", "C", "C", "C", "H", "H", "H", "H", "H", "H", "H", "H", "H", "H", "H", "H", "H", "H", "H", "H", "H", "H", "H", "H", "H", "H", "H", "H", "H", "H", "H", "H", "H", "Br", "C", "C", "Br", "H", "H", "H", "H"], "coordinates": [[1.86748, 3.81588, -1.66375], [0.81358, 3.01197, -0.92703], [1.32676, 1.59919, -0.56972], [2.01020, 1.56938, 0.82563], [0.30514, 0.49512, -0.68329], [0.63568, -0.68695, -1.36769], [1.94127, -0.99257, -2.00397], [2.65645, -2.05180, -1.12319], [3.73374, -2.80367, -1.87855], [4.03263, -3.94994, -1.18565], [-0.27297, -1.64124, -1.42350], [-1.47993, -1.65703, -0.91330], [-1.83410, -0.59186, -0.23660], [-3.19150, -0.65130, 0.39739], [-3.63319, -2.09296, 0.73106], [-4.76980, -2.52120, -0.15728], [-4.48467, -2.34635, -1.46167], [-5.10432, -3.80154, 0.03205], [-5.86794, -1.77206, 0.11142], [-0.95340, 0.52126, -0.10745], [-1.41155, 1.69125, 0.70941], [-2.40269, 2.68616, -0.00547], [-2.79873, 2.31441, -1.43356], [-3.65793, 2.86297, 0.84618], [2.18091, 3.28078, -2.55823], [2.74636, 3.96310, -1.03957], [1.49956, 4.79482, -1.94788], [-0.08716, 2.91043, -1.51937], [0.52452, 3.55781, -0.03735], [2.11941, 1.44149, -1.28420], [1.87347, 2.50406, 1.35530], [1.67974, 0.70723, 1.39374], [3.08088, 1.44249, 0.70448], [1.76997, -1.44644, -2.97627], [2.55716, -0.11465, -2.07604], [3.07594, -1.57582, -0.24157], [1.92865, -2.77546, -0.76277], [3.39784, -3.08709, -2.87366], [4.62999, -2.19245, -1.93350], [-0.01182, -2.49128, -1.91310], [-3.92928, -0.21453, -0.26303], [-3.15444, -0.11569, 1.33181], [-2.82020, -2.80434, 0.66269], [-3.99083, -2.13268, 1.75174], [-0.53638, 2.22525, 1.03953], [-1.90599, 1.31283, 1.59703], [-1.91573, 3.65647, -0.03827], [-3.36678, 1.39370, -1.46906], [-1.95376, 2.29932, -2.11270], [-3.46651, 3.08756, -1.80246], [-3.38808, 3.10774, 1.86778], [-4.26337, 1.96658, 0.83199], [-4.22637, 3.70360, 0.46560], [1.74729, -1.42042, 3.04462], [2.86610, -2.99623, 3.31496], [4.26632, -2.61039, 3.71251], [5.30457, -1.94160, 2.20890], [2.82587, -3.57302, 2.39680], [2.38821, -3.55530, 4.11595], [4.80876, -3.48127, 4.07258], [4.28496, -1.83371, 4.46954]], "e_lumo_ha": -0.1498, "homo_ev": -12.58, "homo_lumo_gap_ev": 8.5, "charge": 1}



In the order shown, the computed energy values come out to -1983.60032; -1240.99150; -266.32186; -1794.28165; -1142.92440; -0.96890; -557.74667; -6438.66799 hartree.